1.
Molecular formula: C30H43BrMnN2P2
Method: DFT, wB97M-V/def2-TZVPD

Calculated values
HOMO-LUMO gap (alpha / beta)   6.27 / 3.15 eV
2S+1   6
Energy   -5685.50013 hartree
LUMO energy (alpha / beta)   -0.2401 / -0.3572 Ha
Relative energy (zero: lowest compared OMol25 entry of this formula, charge and spin)   0.0 kcal per mole
Charge   +2

```
79
C30H43BrMnN2P2, DFT wB97M-V/def2-TZVPD
C -4.206 -5.557 3.568
C -3.636 -5.222 2.328
C -3.819 -6.093 1.239
C -4.578 -7.254 1.433
N -5.117 -7.547 2.615
C -4.949 -6.741 3.662
C -2.872 -4.005 2.177
C -2.264 -2.958 2.035
C -1.567 -1.766 1.800
C -1.983 -0.567 2.379
C -1.257 0.598 2.153
C -0.194 0.533 1.267
C 0.255 -0.669 0.685
C -0.451 -1.825 0.952
Mn 1.396 1.591 1.018
P -0.537 2.919 -0.153
H -3.381 -5.883 0.266
H -4.075 -4.921 4.439
H -4.740 -7.949 0.607
H -5.407 -7.026 4.610
H -0.153 -2.781 0.522
H -2.873 -0.571 2.999
H 1.159 -0.713 0.059
H -1.507 1.525 2.654
C 0.123 4.392 -1.040
C -0.649 4.925 -2.245
H 1.139 4.107 -1.349
H 0.243 5.172 -0.278
H -0.160 5.849 -2.589
H -0.641 4.225 -3.092
H -1.692 5.182 -2.016
C -1.254 1.817 -1.436
C -2.756 1.582 -1.387
H -0.744 0.850 -1.304
H -0.936 2.206 -2.413
H -3.015 0.829 -2.142
H -3.086 1.189 -0.417
H -3.330 2.489 -1.612
C -1.955 3.563 0.854
C -2.814 4.674 0.270
H -1.496 3.917 1.788
H -2.571 2.700 1.132
H -3.619 4.905 0.983
H -2.248 5.601 0.114
H -3.298 4.392 -0.673
Br 0.910 3.543 2.482
P 2.523 -0.578 -3.440
C 1.162 0.627 -3.674
C 1.295 1.371 -5.007
H 1.188 1.320 -2.821
H 0.217 0.065 -3.636
H 0.348 1.859 -5.269
H 2.077 2.140 -4.953
H 1.558 0.685 -5.824
C 3.606 0.179 -2.182
C 5.058 -0.253 -2.429
H 3.259 -0.126 -1.186
H 3.498 1.270 -2.278
H 5.751 0.418 -1.912
H 5.231 -1.275 -2.066
H 5.291 -0.234 -3.500
C 1.699 -1.970 -2.568
C 1.279 -3.075 -3.545
H 0.834 -1.571 -2.023
H 2.424 -2.358 -1.839
H 1.075 -4.005 -3.002
H 0.373 -2.793 -4.096
H 2.067 -3.280 -4.283
C 4.249 0.284 4.783
C 3.006 -0.340 4.627
C 2.196 0.016 3.554
N 2.619 0.878 2.599
C 3.768 1.582 2.812
C 4.617 1.281 3.872
H 4.928 -0.012 5.576
H 2.673 -1.123 5.300
H 1.198 -0.407 3.419
H 3.974 2.385 2.096
H 5.567 1.813 3.948
```


2.
Molecular formula: C30H43ClIN5O6S
Method: DFT, wB97M-V/def2-TZVPD

Calculated values
HOMO-LUMO gap   7.84 eV
SMILES string   [H]/N=C/C[C@]1([C@@H](I)CC)OS(=O)(=O)O[C@]1(CCOC(C)=O)[C@H](Cl)CC.c1cc[nH]c1.c1cc[nH]c1.c1cc[nH]c1.c1cc[nH]c1
Energy   -3050.12906 hartree
LUMO energy   -0.0149 Ha

```
87
C30H43ClIN5O6S, DFT wB97M-V/def2-TZVPD
H -6.683 0.716 -0.231
N -6.392 0.782 -1.207
C -5.516 1.662 -1.345
C -4.974 1.900 -2.735
C -3.467 2.182 -2.855
C -2.824 3.412 -2.086
I -1.816 4.770 -3.495
C -3.819 4.300 -1.290
C -3.585 4.157 0.241
O -3.362 2.550 -4.282
S -3.288 1.268 -5.240
O -4.567 1.050 -5.801
O -2.295 1.359 -6.233
O -3.003 0.217 -4.067
C -2.581 0.907 -2.861
C -1.045 1.121 -2.836
C -0.231 0.325 -3.874
O 1.047 1.027 -4.007
C 2.080 0.221 -3.561
C 2.579 0.571 -2.167
O 2.496 -0.655 -4.206
C -2.947 -0.161 -1.800
Cl -2.794 0.503 -0.139
C -2.224 -1.517 -1.986
C -1.055 -1.809 -1.032
H -5.180 2.250 -0.492
H -5.242 1.023 -3.322
H -5.501 2.727 -3.215
H -2.047 3.069 -1.413
H -4.865 4.182 -1.568
H -3.568 5.334 -1.503
H -3.816 5.132 0.673
H -2.527 4.008 0.453
H -4.197 3.389 0.706
H -0.740 2.163 -2.932
H -0.708 0.807 -1.848
H -0.664 0.305 -4.867
H 0.005 -0.659 -3.474
H 1.702 0.599 -1.521
H 3.035 1.556 -2.247
H 3.286 -0.188 -1.852
H -4.006 -0.368 -1.944
H -2.973 -2.283 -1.781
H -1.892 -1.688 -3.007
H -1.363 -1.844 0.009
H -0.717 -2.825 -1.257
H -0.184 -1.167 -1.171
C -1.166 -2.603 4.780
C 0.235 -2.417 4.633
C 0.418 -1.436 3.697
N -0.817 -1.025 3.269
C -1.788 -1.730 3.929
H -1.660 -3.299 5.437
H 1.018 -2.943 5.154
H 1.316 -0.996 3.296
H -0.984 -0.317 2.576
H -2.832 -1.550 3.734
C 2.831 3.604 4.286
C 2.147 3.564 5.531
C 1.059 2.747 5.375
N 1.056 2.295 4.084
C 2.135 2.810 3.416
H 3.730 4.152 4.057
H 2.424 4.077 6.437
H 0.290 2.449 6.067
H 0.370 1.680 3.687
H 2.310 2.566 2.380
C 5.339 -1.773 1.116
C 6.215 -1.030 1.952
C 5.448 -0.144 2.663
N 4.145 -0.321 2.287
C 4.070 -1.315 1.348
H 5.610 -2.556 0.426
H 7.284 -1.134 2.023
H 5.715 0.594 3.400
H 3.364 0.200 2.644
H 3.122 -1.608 0.926
C 5.059 -6.405 0.414
C 4.150 -6.730 -0.630
C 3.068 -5.902 -0.501
N 3.286 -5.092 0.581
C 4.498 -5.389 1.140
H 6.014 -6.863 0.607
H 4.278 -7.486 -1.388
H 2.165 -5.819 -1.083
H 2.654 -4.387 0.914
H 4.853 -4.853 2.004
```


3.
Molecular formula: C30H43F5O17S2
Method: DFT, wB97M-V/def2-TZVPD

Calculated values
HOMO-LUMO gap   8.29 eV
SMILES string   CCSCOC(=O)OS(=O)(=O)C(F)(F)C(F)(F)F.O=C1CCCO1.O=C1CCCO1.O=C1CCCO1.O=C1CCCO1.O=C1CCCO1.O=C1CCCO1
Energy   -3743.70559 hartree
LUMO energy   0.0162 Ha

```
97
C30H43F5O17S2, DFT wB97M-V/def2-TZVPD
C -0.147 -1.665 1.001
C 0.478 -1.318 -0.380
S 0.130 0.379 -0.988
C -0.772 1.333 0.293
O -1.592 2.301 -0.415
C -2.909 2.130 -0.194
O -3.345 2.280 0.877
O -3.743 1.843 -1.291
S -4.127 0.263 -1.449
O -5.290 0.215 -2.274
O -3.105 -0.530 -2.039
C -4.633 -0.522 0.155
F -3.670 -0.530 1.083
F -4.858 -1.814 -0.135
C -6.011 0.016 0.729
F -6.089 1.326 0.684
F -6.090 -0.431 1.985
F -6.992 -0.546 0.046
H -1.255 -1.611 0.896
H 0.149 -0.862 1.708
H 0.134 -2.681 1.358
H 1.573 -1.456 -0.326
H 0.114 -2.041 -1.132
H -1.337 0.710 1.005
H -0.017 1.876 0.892
O 2.488 2.584 0.537
C 2.348 3.765 0.400
C 3.333 4.844 0.786
C 2.470 6.097 0.747
C 1.433 5.737 -0.300
O 1.253 4.315 -0.184
H 4.132 4.876 0.042
H 3.741 4.662 1.777
H 3.023 7.009 0.513
H 1.984 6.239 1.717
H 1.772 5.962 -1.315
H 0.481 6.239 -0.126
O 3.146 3.327 -4.605
C 1.997 3.391 -4.278
C 0.829 2.723 -4.970
C -0.363 3.463 -4.378
C 0.153 3.854 -3.006
O 1.566 4.061 -3.179
H 0.822 1.663 -4.710
H 0.890 2.851 -6.048
H -1.277 2.870 -4.341
H -0.567 4.360 -4.969
H 0.004 3.066 -2.267
H -0.308 4.771 -2.640
O 0.104 -3.223 3.069
C -0.691 -3.219 3.962
C -2.074 -2.605 3.925
C -2.442 -2.550 5.401
C -1.665 -3.723 5.969
O -0.479 -3.817 5.164
H -2.739 -3.264 3.362
H -2.049 -1.615 3.475
H -3.513 -2.609 5.591
H -2.074 -1.617 5.835
H -2.215 -4.664 5.888
H -1.386 -3.567 7.010
O 3.862 8.826 0.297
C 3.188 9.720 0.721
C 3.063 11.108 0.132
C 2.424 11.885 1.274
C 1.628 10.809 1.988
O 2.380 9.598 1.805
H 2.415 11.063 -0.745
H 4.039 11.506 -0.135
H 1.814 12.727 0.949
H 3.203 12.270 1.936
H 0.635 10.669 1.554
H 1.521 11.013 3.052
O 1.852 -3.980 0.021
C 1.152 -4.717 -0.613
C 1.573 -6.021 -1.255
C 0.426 -6.292 -2.217
C -0.742 -5.622 -1.521
O -0.174 -4.502 -0.819
H 1.647 -6.789 -0.482
H 2.521 -5.911 -1.775
H 0.260 -7.347 -2.417
H 0.623 -5.796 -3.170
H -1.225 -6.279 -0.793
H -1.493 -5.267 -2.226
O 1.262 -9.251 -3.173
C 1.075 -9.821 -2.137
C 2.047 -10.737 -1.428
C 1.146 -11.449 -0.428
C 0.070 -10.411 -0.168
O -0.062 -9.687 -1.403
H 2.808 -10.131 -0.933
H 2.506 -11.432 -2.126
H 1.660 -11.771 0.477
H 0.705 -12.331 -0.895
H 0.353 -9.706 0.618
H -0.885 -10.863 0.092
```


4.
Molecular formula: C30H43N2OS
Method: DFT, wB97M-V/def2-TZVPD

Calculated values
HOMO-LUMO gap   6.51 eV
Energy   -1751.63323 hartree
LUMO energy   -0.1672 Ha
Charge   +1

```
77
C30H43N2OS, DFT wB97M-V/def2-TZVPD
C 5.939 -4.543 1.276
C 4.459 -4.168 1.423
C 4.259 -2.755 1.977
C 2.800 -2.380 2.279
S 1.830 -1.744 0.880
C 0.182 -1.895 1.571
C -0.410 -3.266 1.238
C -1.812 -3.358 1.821
C -2.563 -4.656 1.525
H 6.029 -5.566 0.899
H 6.456 -3.876 0.577
H 6.454 -4.498 2.243
H 3.951 -4.268 0.454
H 3.979 -4.876 2.111
H 4.782 -2.685 2.943
H 4.716 -2.016 1.303
H 2.232 -3.269 2.585
H 2.769 -1.614 3.068
H 0.245 -1.733 2.657
H -0.423 -1.084 1.140
H -0.420 -3.402 0.147
H 0.240 -4.049 1.653
H -1.732 -3.230 2.910
H -2.397 -2.502 1.454
H -3.570 -4.592 1.954
H -2.665 -4.832 0.447
H -2.064 -5.524 1.974
C -3.651 4.619 -0.656
N -2.932 3.370 -0.759
C -3.562 2.221 -1.144
O -4.761 2.111 -1.388
C -2.511 1.109 -1.172
C -2.297 0.522 -2.568
C -3.531 -0.189 -3.073
C -4.156 0.241 -4.246
C -5.364 -0.331 -4.646
C -5.929 -1.369 -3.891
C -5.276 -1.837 -2.745
C -4.069 -1.254 -2.339
N -1.328 1.785 -0.637
C -0.184 1.092 -0.447
C 0.980 1.651 0.076
C 2.192 1.016 0.348
C 3.371 1.732 0.764
C 4.633 1.079 0.832
C 5.787 1.770 1.181
C 5.730 3.146 1.459
C 4.506 3.825 1.363
C 3.341 3.130 1.038
C -1.522 3.229 -0.401
C -0.672 4.121 -1.320
C -1.315 3.638 1.066
H -4.679 4.456 -0.974
H -3.647 4.984 0.375
H -3.192 5.379 -1.295
H -2.839 0.315 -0.475
H -2.028 1.339 -3.257
H -1.450 -0.177 -2.524
H -3.699 1.058 -4.810
H -5.865 0.041 -5.540
H -6.880 -1.812 -4.196
H -5.704 -2.652 -2.152
H -3.552 -1.597 -1.436
H -0.219 0.050 -0.792
H 0.947 2.730 0.206
H 2.368 -0.013 -0.005
H 4.692 0.024 0.559
H 6.745 1.247 1.237
H 6.628 3.698 1.740
H 4.446 4.906 1.544
H 2.403 3.690 0.959
H -0.938 3.941 -2.370
H -0.868 5.175 -1.081
H 0.395 3.929 -1.188
H -2.038 3.113 1.705
H -0.305 3.403 1.406
H -1.469 4.722 1.162
```


5.
Molecular formula: C30H43N8O13
Method: DFT, wB97M-V/def2-TZVPD

Calculated values
HOMO-LUMO gap   7.32 eV
Energy   -2584.27445 hartree
LUMO energy   0.0364 Ha
Relative energy (zero: lowest compared OMol25 entry of this formula, charge and spin)   4.0 kcal per mole
Charge   -1

```
94
C30H43N8O13, DFT wB97M-V/def2-TZVPD
N 23.712 51.138 17.386
O 23.189 50.409 16.516
O 24.286 52.239 16.990
O 24.064 50.683 18.476
C 19.808 51.347 14.803
C 21.070 51.181 14.047
C 21.132 49.958 13.041
C 19.957 49.274 12.496
C 18.548 49.518 13.291
C 18.738 50.615 14.368
N 19.967 48.160 11.513
O 21.049 48.052 10.899
O 18.989 47.689 11.012
H 19.770 52.100 15.513
H 22.025 51.549 14.384
H 22.028 49.715 12.531
H 17.676 48.925 13.094
H 17.891 50.954 14.891
C 20.743 48.709 17.666
C 19.468 48.014 17.186
C 18.878 46.818 17.943
C 19.615 46.350 19.135
C 20.855 46.974 19.560
C 21.350 48.214 18.806
N 19.079 45.170 19.878
O 19.878 44.630 20.721
O 17.947 44.740 19.682
H 21.231 49.596 17.252
H 18.843 48.485 16.441
H 18.031 46.144 17.646
H 21.301 46.826 20.482
H 22.195 48.729 19.306
C 27.393 49.467 13.936
C 26.487 50.650 14.434
C 25.479 51.278 13.512
C 25.454 50.796 11.982
C 26.538 49.869 11.493
C 27.461 49.252 12.535
N 24.559 51.427 10.912
O 23.334 51.531 11.161
O 24.983 51.663 9.812
H 28.029 49.056 14.592
H 26.502 50.980 15.432
H 24.879 52.156 13.946
H 26.504 49.671 10.525
H 28.182 48.501 12.097
C 29.653 52.280 19.223
O 29.618 53.194 19.944
N 28.641 51.594 18.621
C 28.829 50.399 17.786
C 27.234 51.926 18.859
H 30.683 51.976 18.956
H 29.668 49.640 18.387
H 29.257 50.745 16.771
H 27.922 49.815 17.777
H 26.648 51.263 19.381
H 26.922 52.283 18.048
H 27.363 52.923 19.329
C 22.915 55.309 15.189
O 23.368 55.037 14.074
N 22.117 56.475 15.408
C 21.560 56.892 16.706
C 21.951 57.332 14.281
H 23.156 54.661 16.269
H 22.170 57.675 16.887
H 21.366 56.155 17.625
H 20.517 57.378 16.533
H 21.305 58.214 14.475
H 21.717 56.854 13.290
H 22.870 57.887 14.251
C 25.603 57.206 19.896
O 26.409 58.096 20.359
N 26.059 56.467 18.792
C 24.986 55.598 18.180
C 27.248 56.564 18.112
H 24.653 57.029 20.481
H 25.111 55.578 17.144
H 23.961 55.953 18.202
H 25.079 54.581 18.302
H 27.461 57.636 17.612
H 27.609 55.862 17.234
H 28.043 56.436 18.913
C 27.121 46.346 17.319
O 27.568 47.380 16.796
N 26.169 46.374 18.294
C 25.497 45.096 18.897
C 25.670 47.689 18.740
H 27.363 45.405 17.045
H 25.282 45.544 19.833
H 26.250 44.354 18.892
H 24.533 44.855 18.315
H 25.017 48.265 18.023
H 26.289 48.425 19.003
H 25.096 47.460 19.774
```


Q: Number 3 is which compound?
A: C30H43F5O17S2